Record 1
C5H8O4Rh as an isolated structure at a distorted geometry. Source: the Open Molecules 2025 dataset; level of theory: wB97M-V/def2-TZVPD.

The geometry in XYZ format:
```
18
Properties=species:S:1:pos:R:3
O 2.158 0.165 -0.404
C 1.530 3.070 0.537
O 2.031 3.996 1.101
C -2.119 0.888 -0.131
O -1.181 1.779 -0.621
C -1.616 -0.549 -0.227
O -0.310 -0.565 0.339
C 0.563 -1.603 -0.093
C 1.987 -1.101 0.128
Rh 0.615 1.295 -0.082
H -3.082 0.931 -0.681
H -2.368 1.093 0.935
H -1.545 -0.849 -1.287
H -2.273 -1.262 0.298
H 0.392 -1.784 -1.168
H 0.357 -2.535 0.459
H 2.669 -1.851 -0.323
H 2.190 -1.119 1.221
```

Properties
- 2S+1: 6
- E_HOMO (alpha / beta): -4.8554 / -10.2121 eV
- Energy: -16504.808 eV
- Lowest unoccupied orbital energy (alpha / beta): 0.52 / -2.66 eV

Record 2
One molecule with the formula C5H8O4S at a distorted geometry. Source: the Open Molecules 2025 dataset; level of theory: wB97M-V/def2-TZVPD.

The geometry in XYZ format:
```
18
Properties=species:S:1:pos:R:3
C 0.528 -2.388 0.078
C 0.709 -0.989 0.637
O -0.507 -0.372 1.105
C -0.878 0.750 0.493
O -1.893 0.454 -0.392
S -1.321 2.130 1.686
C 0.365 1.182 -0.383
O 0.039 1.774 -1.670
C 1.219 -0.152 -0.543
O 2.032 -0.277 -1.369
H -0.224 -2.376 -0.707
H 0.112 -2.993 0.838
H 1.416 -2.654 -0.272
H 1.461 -1.117 1.471
H -2.211 1.187 -1.018
H -2.582 1.965 2.037
H 0.906 1.998 0.106
H 0.829 1.876 -2.097
```

Properties
- 2S+1: 1
- Energy relative to the best compared isomer or geometry (same formula, charge and spin): 37.1 kJ/mol
- E_HOMO: -9.4044 eV
- SMILES: C[C@@H]1O[C@@](O)(S)[C@H](O)C1=O
- Energy: -24338.019 eV
- Lowest unoccupied orbital energy: 0.45 eV

Record 3
One molecule with the formula C5H8OS2 at a distorted geometry. Source: the Open Molecules 2025 dataset; level of theory: wB97M-V/def2-TZVPD.

The geometry in XYZ format:
```
16
Properties=species:S:1:pos:R:3
C 1.982 1.433 0.546
S 2.262 -0.229 -0.309
C 0.592 -0.770 -0.720
O 0.176 -1.276 0.514
C -1.173 -1.300 0.721
C -1.764 -0.295 -0.277
S -1.318 1.417 0.024
C -0.583 0.189 -1.067
H 2.093 2.428 -0.167
H 0.804 1.378 1.117
H 2.855 1.457 1.545
H 0.566 -1.679 -1.279
H -1.340 -1.095 1.790
H -1.684 -2.179 0.282
H -2.770 -0.286 -0.744
H -0.698 0.807 -1.976
```

Properties
- 2S+1: 1
- Energy relative to the best compared isomer or geometry (same formula, charge and spin): 382.4 kJ/mol
- E_HOMO: -8.7097 eV
- SMILES: CS[C@H]1OC[C@H]2S[C@@H]12
- Energy: -29028.718 eV
- Lowest unoccupied orbital energy: 0.70 eV

Record 4
C5H8OS2 as an isolated structure at a distorted geometry. Source: the Open Molecules 2025 dataset; level of theory: wB97M-V/def2-TZVPD.

The geometry in XYZ format:
```
16
Properties=species:S:1:pos:R:3
C -0.734 -0.607 -1.467
C -1.960 -0.798 -1.866
C 1.454 0.123 0.959
C 0.944 -1.173 0.495
C 0.454 1.280 0.953
O -1.927 1.919 -0.072
S 0.852 -1.267 -1.345
S -0.637 1.646 -0.612
H -2.570 0.145 -1.860
H -2.469 -1.648 -2.315
H 1.820 0.041 2.098
H 2.439 0.401 0.387
H 1.633 -2.059 0.902
H -0.060 -1.463 0.884
H -0.092 1.200 1.850
H 0.855 2.259 1.008
```

Properties
- 2S+1: 1
- Energy relative to the best compared isomer or geometry (same formula, charge and spin): 382.4 kJ/mol
- E_HOMO (alpha / beta): -7.7932 / -7.7909 eV
- Energy: -29028.718 eV
- Lowest unoccupied orbital energy (alpha / beta): 0.34 / 0.34 eV